A structure of composition C8H10FPSn, computed with wB97M-V/def2-TZVPD.

Geometry (Å):
C1 3.438 -0.471 -0.174
C2 1.826 -0.172 0.006
C3 0.830 -1.498 0.008
C4 -0.799 -1.150 0.140
C5 -1.396 0.390 0.257
C6 -2.993 0.783 0.343
P1 -4.053 -0.707 -0.318
F1 -4.350 -1.724 1.109
C7 -0.320 1.650 0.291
C8 1.310 1.377 0.163
H1 4.115 0.136 0.563
H2 3.715 -0.078 -1.267
H3 3.686 -1.634 -0.185
H4 1.248 -2.602 -0.108
H5 -1.523 -2.074 0.107
H6 -3.348 1.159 1.394
H7 -3.160 1.667 -0.442
H8 -5.298 -0.246 -0.882
H9 -0.643 2.791 0.384
H10 2.114 2.230 0.151
Sn1 5.602 0.173 -1.541

Calculated values
- Calculated total energy: -965.23644 Ha
- Net charge: +2
- Frontier orbital gap: 2.57 eV

A structure of composition C8H10IrO6P, computed with wB97M-V/def2-TZVPD.

Geometry (Å):
O1 -0.345 3.143 -3.573
C1 0.119 2.039 -3.716
Ir1 0.117 0.400 -2.383
O2 0.133 2.798 -0.399
C2 0.133 1.877 -1.100
C3 0.002 -1.602 -1.795
O3 -0.104 -2.734 -1.673
C4 2.114 0.310 -2.274
O4 3.215 0.306 -1.932
C5 -1.877 0.448 -2.377
O5 -2.973 0.517 -2.032
H1 0.716 1.756 -4.640
C6 1.317 0.243 2.195
P1 -0.040 -0.726 1.560
C7 -0.086 -2.357 2.267
C8 -1.551 0.180 1.865
O6 0.187 -0.909 0.064
H2 2.265 -0.186 1.837
H3 1.267 0.230 3.291
H4 1.220 1.274 1.825
H5 -0.212 -2.293 3.348
H6 -0.914 -2.923 1.832
H7 0.842 -2.885 2.032
H8 -1.412 1.221 1.535
H9 -2.374 -0.280 1.296
H10 -1.760 0.155 2.947

Calculated values
- Calculated total energy: -1206.48828 Ha
- Net charge: +3
- Frontier orbital gap (spin up / spin down): 6.01 / 6.51 eV
- Multiplicity: 6

The molecule C8H10N2O3, computed with wB97M-V/def2-TZVPD.

Geometry (Å):
C1 0.447 2.719 -0.883
C2 -0.240 1.561 -0.237
C3 -1.753 1.673 -0.172
C4 0.418 0.422 0.161
C5 1.877 0.219 0.194
O1 2.715 1.072 0.215
N1 2.223 -1.050 0.524
C6 1.105 -1.673 0.979
O2 1.189 -2.729 1.566
C7 -0.159 -0.906 0.659
C8 -0.917 -1.794 -0.347
N2 -1.184 -3.131 -0.086
O3 -1.278 -1.391 -1.431
H1 -0.308 3.458 -1.158
H2 1.159 3.177 -0.175
H3 1.016 2.425 -1.791
H4 -2.056 2.472 0.520
H5 -2.186 1.870 -1.137
H6 -2.191 0.745 0.200
H7 3.093 -1.150 1.060
H8 -0.749 -0.756 1.573
H9 -0.652 -3.590 0.675
H10 -1.569 -3.642 -0.909

Calculated values
- Calculated total energy: -646.11059 Ha
- Frontier orbital gap: 10.00 eV
- Structure (SMILES): CC(C)=C1C(=O)NC(=O)[C@@H]1C(N)=O

A structure of composition C8H10N2O3Tc, computed with wB97M-V/def2-TZVPD.

Geometry (Å):
C1 0.724 -0.916 -0.971
C2 -0.725 -1.059 -1.153
C3 -1.113 -2.274 -0.464
C4 0.054 -2.891 0.054
C5 1.177 -2.077 -0.219
Tc1 -0.378 -0.079 0.607
C6 -1.291 1.578 -0.419
C7 0.161 1.871 -0.590
C8 0.845 2.360 -1.694
N1 0.781 1.449 0.525
H1 -2.111 -2.709 -0.489
H2 -1.313 -0.537 -1.898
H3 0.101 -3.867 0.528
H4 2.213 -2.296 -0.001
H5 1.372 -0.307 -1.590
H6 -1.911 1.337 -1.279
H7 1.567 1.911 0.960
H8 -1.733 2.416 0.129
H9 0.395 3.118 -2.335
H10 1.886 2.050 -1.824
O1 0.041 0.510 4.246
N2 -0.165 0.255 3.084
O2 0.591 -0.555 2.390
O3 -1.169 0.711 2.404

Calculated values
- Calculated total energy: -726.58850 Ha
- Frontier orbital gap (spin up / spin down): 7.79 / 6.53 eV
- Multiplicity: 4

A structure of composition C8H10N2O5V, computed with wB97M-V/def2-TZVPD.

Geometry (Å):
V1 0.064 0.056 -1.263
O1 -0.089 2.722 0.246
C1 -0.001 1.720 -0.354
C2 -0.093 -1.625 -0.345
O2 -0.204 -2.629 0.242
C3 1.902 -0.148 -0.745
O3 2.964 -0.310 -0.278
C4 -1.776 0.067 -0.558
O4 -2.770 0.057 0.062
C5 0.035 0.671 -4.687
H1 -0.878 1.295 -4.713
H2 1.002 1.207 -4.687
C6 -0.029 -0.669 -4.751
H3 0.884 -1.295 -4.808
H4 -0.997 -1.202 -4.834
C7 -0.861 -0.974 4.520
N1 0.190 -0.035 4.214
C8 0.572 0.366 2.952
N2 1.600 1.267 2.971
O5 0.055 0.002 1.883
H5 -1.310 -1.325 3.586
H6 -1.615 -0.501 5.159
H7 -0.456 -1.814 5.096
H8 0.737 0.348 4.974
H9 1.986 1.529 2.072
H10 2.092 1.508 3.818

Calculated values
- Calculated total energy: -1739.80464 Ha
- Net charge: +2
- Frontier orbital gap (spin up / spin down): 7.90 / 3.44 eV
- Multiplicity: 4

A structure of composition C8H10N2O5Zn, computed with wB97M-V/def2-TZVPD.

Geometry (Å):
Zn1 -0.013 -0.087 -0.187
C1 -0.108 1.220 1.835
O1 0.023 1.567 2.916
C2 -0.073 2.088 -1.069
O2 -0.006 3.152 -1.481
C3 -2.269 -0.135 -0.042
O3 -3.401 0.014 0.052
C4 2.320 0.177 -0.289
O4 3.394 0.004 0.073
C5 -0.007 -1.748 -1.659
H1 0.924 -2.314 -1.544
H2 -0.926 -2.338 -1.578
C6 -0.008 -0.530 -2.335
H3 -0.933 -0.115 -2.752
H4 0.915 -0.113 -2.755
C7 2.441 -2.569 2.998
N1 1.158 -3.101 2.568
C8 0.363 -2.432 1.719
N2 -0.835 -2.965 1.366
O5 0.754 -1.289 1.277
H5 2.602 -1.612 2.502
H6 3.242 -3.261 2.724
H7 2.445 -2.427 4.082
H8 0.848 -3.997 2.930
H9 -1.452 -2.446 0.744
H10 -1.112 -3.870 1.729

Calculated values
- Calculated total energy: -2575.26875 Ha
- Net charge: +2
- Frontier orbital gap: 8.80 eV

A structure of composition C8H10N2ReS6SbSe2, computed with wB97M-V/def2-TZVPD.

Geometry (Å):
Re1 -0.938 -0.059 0.544
C1 0.515 -3.491 0.829
Se1 -0.855 -2.602 -0.108
C2 0.196 -2.231 -1.672
C3 -0.597 -1.536 -2.793
Se2 -1.798 -0.184 -2.030
C4 -1.356 1.523 -3.026
H1 1.542 -3.130 0.625
H2 0.364 -4.528 0.375
H3 0.210 -3.646 1.880
H4 0.562 -3.170 -2.129
H5 1.058 -1.618 -1.502
H6 -1.250 -2.269 -3.270
H7 0.015 -1.059 -3.536
H8 -2.214 1.714 -3.686
H9 -0.495 1.335 -3.754
H10 -1.329 2.306 -2.343
S1 0.501 -0.554 2.149
C5 1.766 0.661 2.071
C6 2.584 0.868 3.203
N1 2.959 1.214 4.242
C7 1.823 1.497 1.023
S2 0.533 1.498 -0.118
C8 2.908 2.376 0.847
N2 3.886 2.976 0.776
S3 -0.447 3.272 2.993
Sb1 -2.352 3.954 1.685
S4 -2.951 1.419 0.594
S5 -2.459 0.300 2.198
S6 -2.380 3.163 3.933

Calculated values
- Calculated total energy: -7930.27196 Ha
- Net charge: +2
- Frontier orbital gap: 6.10 eV

The molecule C8H10N2S, computed with wB97M-V/def2-TZVPD.

Geometry (Å):
C1 -0.883 -2.857 -0.964
C2 -0.112 -2.471 -2.067
C3 -1.181 -1.945 0.111
C4 0.488 -1.226 -2.083
C5 -0.564 -0.679 0.001
C6 0.307 -0.399 -1.015
C7 -0.227 1.631 0.681
C8 0.527 2.224 1.846
N1 0.340 2.344 -1.878
N2 -0.725 0.271 0.972
S1 1.007 1.378 -0.738
H1 -1.611 -3.670 -1.029
H2 0.049 -3.105 -2.970
H3 -1.947 -2.185 0.702
H4 1.076 -0.873 -2.892
H5 -1.099 2.132 0.245
H6 1.479 1.614 2.050
H7 -0.161 2.382 2.558
H8 0.885 3.202 1.747
H9 1.028 2.573 -2.618
H10 -1.704 0.374 1.468

Calculated values
- Calculated total energy: -818.42517 Ha
- Frontier orbital gap: 8.90 eV

What did the first record say?
A structure of composition C8H10FPSn, computed with wB97M-V/def2-TZVPD.

Geometry (Å):
C1 3.438 -0.471 -0.174
C2 1.826 -0.172 0.006
C3 0.830 -1.498 0.008
C4 -0.799 -1.150 0.140
C5 -1.396 0.390 0.257
C6 -2.993 0.783 0.343
P1 -4.053 -0.707 -0.318
F1 -4.350 -1.724 1.109
C7 -0.320 1.650 0.291
C8 1.310 1.377 0.163
H1 4.115 0.136 0.563
H2 3.715 -0.078 -1.267
H3 3.686 -1.634 -0.185
H4 1.248 -2.602 -0.108
H5 -1.523 -2.074 0.107
H6 -3.348 1.159 1.394
H7 -3.160 1.667 -0.442
H8 -5.298 -0.246 -0.882
H9 -0.643 2.791 0.384
H10 2.114 2.230 0.151
Sn1 5.602 0.173 -1.541

Calculated values
- Calculated total energy: -965.23644 Ha
- Net charge: +2
- Frontier orbital gap: 2.57 eV

Copy entry 3 word for word.
The molecule C8H10N2O3, computed with wB97M-V/def2-TZVPD.

Geometry (Å):
C1 0.447 2.719 -0.883
C2 -0.240 1.561 -0.237
C3 -1.753 1.673 -0.172
C4 0.418 0.422 0.161
C5 1.877 0.219 0.194
O1 2.715 1.072 0.215
N1 2.223 -1.050 0.524
C6 1.105 -1.673 0.979
O2 1.189 -2.729 1.566
C7 -0.159 -0.906 0.659
C8 -0.917 -1.794 -0.347
N2 -1.184 -3.131 -0.086
O3 -1.278 -1.391 -1.431
H1 -0.308 3.458 -1.158
H2 1.159 3.177 -0.175
H3 1.016 2.425 -1.791
H4 -2.056 2.472 0.520
H5 -2.186 1.870 -1.137
H6 -2.191 0.745 0.200
H7 3.093 -1.150 1.060
H8 -0.749 -0.756 1.573
H9 -0.652 -3.590 0.675
H10 -1.569 -3.642 -0.909

Calculated values
- Calculated total energy: -646.11059 Ha
- Frontier orbital gap: 10.00 eV
- Structure (SMILES): CC(C)=C1C(=O)NC(=O)[C@@H]1C(N)=O